[1]
86
Properties=species:S:1:pos:R:3:mulliken_charge:R:1 method="wB97M-V/def2-TZVPD" s_squared=2.20 homo_energy_ev="-12.81 / -13.03" e_above_lowest_kj_mol=465.1 charge=+2 multiplicity=3 energy_ev=-58167.8664
W -0.137 -0.052 -2.197 -0.719
C -0.647 -1.973 -0.248 0.382
C 0.679 -1.775 -0.895 0.631
C 0.579 -0.568 1.094 1.394
C -0.678 -1.174 0.909 -0.457
C 1.426 -0.907 0.015 0.397
C -1.694 -2.989 -0.618 -1.511
H -1.503 -3.449 -1.601 0.350
H -2.710 -2.537 -0.616 0.395
H -1.724 -3.824 0.107 0.359
C -1.869 -1.079 1.801 -1.130
H -2.784 -1.376 1.274 0.338
H -2.010 -0.068 2.202 0.087
H -1.766 -1.760 2.660 0.365
C 0.943 0.218 2.288 -1.378
H 1.159 -0.435 3.140 0.379
H 0.125 0.864 2.622 0.059
H 1.842 0.805 2.127 0.359
C 2.898 -0.780 0.018 -0.974
H 3.364 -1.394 0.803 0.361
H 3.191 0.252 0.226 0.187
H 3.352 -1.105 -0.915 0.350
C 1.285 -2.698 -1.915 -0.673
H 1.664 -3.675 -1.533 0.406
H 2.157 -2.219 -2.384 0.406
H 0.529 -2.955 -2.667 0.107
C -1.950 0.962 -4.789 -0.371
C -2.088 -0.532 -4.603 0.062
C -1.309 -1.431 -5.585 -1.095
C 0.143 -1.554 -5.050 -1.010
C 0.438 -0.463 -3.991 3.533
C 0.839 0.734 -4.654 -1.015
C 0.336 1.147 -6.025 -0.512
C -1.159 1.583 -5.981 -1.413
H -1.324 -1.121 -6.659 0.387
H 0.824 -1.446 -5.915 0.453
H -1.746 -2.440 -5.632 0.532
H -1.629 1.409 -6.962 0.504
H -2.965 1.338 -4.997 0.546
H -3.176 -0.765 -4.802 0.400
H -1.188 2.683 -5.884 0.425
H 0.934 1.995 -6.420 0.442
H 1.817 1.179 -4.412 -0.298
H 0.448 0.379 -6.790 0.398
H 0.320 -2.579 -4.707 0.246
H 1.184 -0.787 -3.125 -1.416
P -1.697 1.643 -3.170 0.755
P 1.897 2.037 -1.358 1.909
C -0.322 2.812 -3.177 -0.639
C 0.638 3.208 -2.006 -1.203
H -0.951 3.674 -3.460 0.695
H 0.322 2.517 -4.019 0.141
H 1.253 4.034 -2.384 0.958
H 0.089 3.577 -1.134 -0.505
C 2.897 2.899 -0.056 -1.531
H 3.073 2.223 0.794 0.393
H 2.389 3.802 0.293 0.516
H 3.879 3.158 -0.502 0.550
C 3.244 1.769 -2.585 -1.665
H 3.272 2.612 -3.290 0.416
H 3.076 0.827 -3.125 0.392
H 4.209 1.673 -2.052 0.551
C -3.438 1.666 -2.593 -0.946
H -3.802 0.775 -2.058 0.068
H -4.020 1.819 -3.502 0.691
H -3.534 2.538 -1.930 0.319
C -1.860 -1.019 -2.942 -0.331
H -0.997 -1.582 -2.203 -1.625
H -1.892 -1.959 -3.448 0.744
H -2.720 -0.889 -2.233 0.632
C 0.022 3.646 1.461 -0.878
Si -1.575 2.803 0.973 0.005
C -2.509 2.349 2.534 -1.289
C -2.629 4.110 0.067 -1.375
C -1.320 1.351 -0.373 0.818
H -0.109 4.081 2.465 0.566
H 0.288 4.465 0.780 0.454
H 0.852 2.932 1.504 -0.009
H -2.790 3.289 3.037 0.427
H -3.436 1.805 2.319 0.376
H -1.906 1.763 3.239 0.409
H -2.186 4.478 -0.867 0.344
H -3.640 3.745 -0.156 0.360
H -2.734 4.977 0.734 0.467
H -1.618 2.131 -1.112 -1.397
H -2.215 0.706 -0.171 0.171

---

[2]
91
Properties=species:S:1:pos:R:3:mulliken_charge:R:1 method="wB97M-V/def2-TZVPD" s_squared=0.77 homo_energy_ev="-13.65 / -13.69" e_above_lowest_kj_mol=16.8 charge=+2 multiplicity=2 energy_ev=-186723.9436
Re -0.119 -0.388 -0.156 0.932
C 2.897 -0.601 0.952 -0.897
N 2.154 0.053 -0.149 0.482
C 2.768 -0.367 -1.434 -0.583
C 2.379 1.525 0.001 -1.561
C 1.187 2.325 -0.406 1.210
C 1.359 3.644 -0.810 -0.805
C 0.263 4.478 -0.954 -0.812
C -0.996 3.986 -0.642 -1.056
C -1.151 2.659 -0.275 -0.941
C -0.082 1.760 -0.192 1.286
H 3.965 -0.378 0.868 0.525
H 2.751 -1.674 0.915 -0.597
H 2.540 -0.225 1.908 0.180
H 3.830 -0.109 -1.449 0.565
H 2.271 0.144 -2.259 0.370
H 2.666 -1.440 -1.543 -0.730
H 3.288 1.812 -0.532 0.521
H 2.568 1.724 1.058 0.561
H 2.357 4.027 -0.986 0.505
H 0.392 5.504 -1.271 0.435
H -1.859 4.638 -0.686 0.513
H -2.146 2.337 0.001 0.395
C -3.779 0.979 -0.980 -1.746
As -2.692 -0.358 -0.038 1.759
C -3.805 -1.851 -0.576 -0.854
C -3.145 -0.119 1.831 -0.206
C -4.481 -0.056 2.221 -1.114
C -4.815 0.037 3.561 -1.002
C -3.814 0.075 4.523 -0.856
C -2.483 0.038 4.140 -1.067
C -2.139 -0.063 2.793 0.328
As -0.271 0.084 2.264 1.532
C 0.092 1.895 2.861 -1.264
C 0.740 -0.875 3.621 -1.094
H -4.695 0.487 -1.296 0.591
H -3.254 1.365 -1.852 0.394
H -4.035 1.805 -0.322 0.521
H -3.984 -1.786 -1.647 0.612
H -4.752 -1.764 -0.044 0.637
H -3.354 -2.806 -0.334 -0.786
H -5.271 -0.083 1.480 0.415
H -5.855 0.083 3.858 0.446
H -4.072 0.148 5.571 0.465
H -1.718 0.104 4.904 0.349
H -0.026 1.925 3.944 0.548
H -0.599 2.587 2.391 0.361
H 1.112 2.178 2.605 0.343
H 0.152 -0.963 4.531 0.572
H 1.640 -0.303 3.850 0.623
H 1.023 -1.867 3.282 -0.308
C 1.258 -2.851 -3.103 -1.257
Si -0.167 -2.192 -2.065 0.638
C -0.567 -0.437 -2.675 -1.846
C -1.419 -3.549 -2.409 -1.266
Si 0.107 -2.739 0.499 -0.677
Si -1.416 -4.082 1.894 1.058
C -3.228 -3.672 2.091 -1.018
C -1.322 -5.852 1.293 -1.301
C -0.698 -3.905 3.617 -1.204
Si 2.076 -4.240 0.387 1.032
C 1.560 -5.760 -0.582 -1.264
C 2.468 -4.660 2.171 -1.265
C 3.655 -3.655 -0.444 -1.401
H 0.796 -3.122 -4.057 0.510
H 1.680 -3.772 -2.701 0.138
H 2.067 -2.157 -3.327 0.474
H 0.005 -0.331 -3.600 0.576
H -0.202 0.424 -2.069 0.769
H -1.618 -0.261 -2.879 0.433
H -1.677 -3.532 -3.471 0.470
H -2.345 -3.572 -1.840 0.412
H -0.899 -4.497 -2.239 0.275
H -3.848 -3.989 1.256 0.428
H -3.446 -2.636 2.339 0.104
H -3.524 -4.285 2.951 0.515
H -1.253 -5.953 0.210 0.359
H -2.241 -6.352 1.609 0.494
H -0.485 -6.391 1.740 0.363
H -0.999 -2.956 4.064 0.257
H 0.379 -4.020 3.706 0.317
H -1.158 -4.699 4.215 0.511
H 0.954 -6.456 -0.006 0.408
H 2.474 -6.283 -0.874 0.500
H 1.023 -5.521 -1.502 0.294
H 1.689 -5.268 2.632 0.275
H 2.638 -3.782 2.798 0.323
H 3.389 -5.249 2.184 0.533
H 3.549 -3.453 -1.509 0.387
H 4.318 -4.523 -0.356 0.554
H 4.177 -2.821 0.021 0.392

---

[3]
99
Properties=species:S:1:pos:R:3:mulliken_charge:R:1 method="wB97M-V/def2-TZVPD" smiles="NCc1ccc(CCCO)c2c1C(=O)N(P(O)O)C2=O.COCCOC.COCCOC.COCCOC.COCCOC" homo_energy_ev=-9.08 energy_ev=-68805.7184
N 3.785 -3.895 3.608 -0.610
C 2.481 -4.592 3.767 -0.664
C 1.216 -3.805 3.192 0.595
C -0.014 -4.586 2.596 -0.798
C -1.252 -3.787 2.051 -0.866
C -1.316 -2.243 2.040 0.740
C -2.552 -1.364 1.508 -0.595
C -3.185 -0.636 2.829 -0.041
C -4.696 -1.107 3.139 -0.396
O -4.858 -1.196 4.595 -0.531
C -0.110 -1.477 2.625 0.121
C 1.100 -2.266 3.198 0.094
C 2.109 -1.165 3.752 0.029
O 3.053 -1.215 4.564 -0.546
N 1.638 0.081 3.098 0.136
P 2.103 1.584 3.973 0.067
O 0.849 2.064 5.035 -0.453
O 2.190 2.818 2.786 -0.378
C 0.199 0.072 2.785 0.424
O -0.582 1.038 2.635 -0.544
H 4.087 -3.574 4.543 0.315
H 3.746 -3.120 2.938 0.247
H 2.553 -5.572 3.154 0.282
H 2.293 -4.943 4.851 0.328
H -0.031 -5.720 2.539 0.376
H -2.169 -4.342 1.635 0.304
H -3.328 -2.003 0.974 0.505
H -2.120 -0.517 0.864 0.108
H -2.557 -0.907 3.760 0.210
H -3.132 0.510 2.757 0.044
H -5.439 -0.318 2.740 0.263
H -4.934 -2.123 2.639 0.218
H -4.225 -1.873 4.917 0.321
H 0.210 2.613 4.511 0.322
H 1.261 3.019 2.493 0.352
C 2.233 8.609 3.025 -0.691
O 3.082 8.002 2.058 -0.390
C 3.110 6.581 2.179 -0.578
C 2.227 5.918 1.127 -0.436
O 0.846 6.208 1.351 -0.226
C 0.357 7.223 0.484 -0.905
H 2.071 9.647 2.728 0.247
H 1.266 8.108 3.090 0.281
H 2.724 8.598 4.003 0.326
H 2.821 6.268 3.188 0.312
H 4.146 6.267 2.014 0.384
H 2.340 4.832 1.207 0.306
H 2.528 6.213 0.116 0.385
H 0.212 6.814 -0.520 0.310
H 1.034 8.080 0.439 0.423
H -0.607 7.562 0.868 0.257
C 2.956 -5.780 -3.533 -0.531
O 3.378 -5.420 -2.221 -0.407
C 2.928 -4.120 -1.846 -0.570
C 1.716 -4.197 -0.923 -0.195
O 0.577 -4.720 -1.605 -0.163
C 0.345 -6.088 -1.300 -0.815
H 3.121 -6.852 -3.659 0.313
H 1.899 -5.565 -3.694 0.114
H 3.560 -5.243 -4.271 0.300
H 2.711 -3.511 -2.730 0.223
H 3.751 -3.642 -1.304 0.413
H 1.455 -3.184 -0.600 0.239
H 1.939 -4.788 -0.028 0.307
H -0.088 -6.176 -0.299 0.137
H 1.263 -6.679 -1.358 0.377
H -0.368 -6.483 -2.027 0.297
C -0.336 -4.002 -4.641 -0.711
O 0.887 -3.897 -5.365 -0.211
C 0.701 -4.070 -6.768 -0.600
C 0.704 -2.730 -7.496 -0.544
O -0.432 -1.944 -7.141 -0.385
C -0.116 -0.931 -6.195 -0.651
H -0.164 -3.628 -3.632 0.079
H -1.133 -3.417 -5.103 0.497
H -0.635 -5.053 -4.579 0.268
H -0.219 -4.628 -6.975 0.378
H 1.544 -4.667 -7.130 0.353
H 0.637 -2.915 -8.573 0.387
H 1.632 -2.181 -7.307 0.317
H 0.419 -0.116 -6.690 0.331
H 0.486 -1.319 -5.369 0.237
H -1.051 -0.542 -5.788 0.237
C -1.813 3.571 0.697 -0.808
O -3.208 3.289 0.721 -0.237
C -3.997 4.472 0.838 -0.559
C -4.584 4.881 -0.509 -0.503
O -3.563 5.293 -1.416 -0.374
C -3.237 4.283 -2.361 -0.710
H -1.292 2.670 0.369 0.267
H -1.574 4.385 0.010 0.433
H -1.473 3.825 1.705 0.263
H -3.415 5.289 1.277 0.295
H -4.820 4.240 1.522 0.379
H -5.242 5.743 -0.358 0.375
H -5.184 4.072 -0.939 0.322
H -4.024 4.218 -3.119 0.335
H -3.103 3.309 -1.885 0.269
H -2.302 4.563 -2.849 0.248

---

[4]
90
Properties=species:S:1:pos:R:3:mulliken_charge:R:1 method="wB97M-V/def2-TZVPD" s_squared=2.01 homo_energy_ev="-2.12 / -2.13" charge=-1 multiplicity=3 energy_ev=-88648.6716
O 3.962 3.457 -3.871 -0.495
C 3.300 3.516 -5.226 -0.479
C 4.398 4.332 -5.861 -0.810
H 2.313 4.000 -5.118 0.255
H 3.159 2.524 -5.688 0.332
C 5.034 4.266 -4.439 1.471
H 4.121 5.362 -6.125 0.320
H 5.040 3.790 -6.576 0.304
C 5.125 5.641 -3.843 -1.695
H 4.169 6.170 -3.925 0.381
H 5.910 6.187 -4.394 0.407
H 5.403 5.599 -2.778 0.359
C 6.397 3.624 -4.512 -1.713
H 6.379 2.666 -5.045 0.378
H 6.829 3.451 -3.514 0.376
H 7.058 4.310 -5.071 0.399
Ti 2.012 -0.151 0.143 -0.379
C 2.045 -2.324 0.800 -0.890
C 0.855 -2.118 0.011 0.712
C 1.271 -1.838 -1.336 -0.876
H -0.167 -2.288 0.342 -0.097
C 2.708 -1.819 -1.365 -0.851
C 3.195 -2.111 -0.035 -0.718
H 4.232 -2.211 0.265 0.397
H 2.043 -2.676 1.825 0.614
H 0.605 -1.818 -2.188 0.816
H 3.321 -1.733 -2.268 0.442
C 1.151 -0.239 2.291 -0.220
C 2.581 -0.062 2.343 -0.703
C 2.879 1.221 1.763 -0.375
H 3.282 -0.727 2.831 0.514
C 1.625 1.815 1.368 -1.135
C 0.573 0.911 1.684 0.403
H -0.502 1.111 1.638 0.273
H 0.562 -1.027 2.769 0.252
H 3.864 1.687 1.699 0.409
H 1.481 2.837 1.013 0.462
O 0.988 1.280 -1.243 -0.062
C 2.347 1.546 -1.772 -0.241
C 2.185 1.474 -3.281 0.740
H 3.121 0.791 -1.428 0.270
H 2.666 2.558 -1.464 0.277
C 0.790 1.991 -3.513 -0.577
H 2.373 0.463 -3.670 0.232
H 2.947 2.119 -3.687 -0.481
C 0.010 1.296 -2.409 -0.524
H 0.417 1.794 -4.514 0.367
H 0.763 3.083 -3.371 0.325
H -0.175 0.237 -2.674 0.142
H -0.919 1.796 -2.085 0.316
C -1.298 -4.771 2.567 -0.874
Si -2.325 -3.486 3.491 -0.054
C -4.034 -4.174 3.914 -0.942
C -1.384 -2.985 5.048 -1.104
Si -2.425 -1.575 2.160 0.741
Si -3.730 -2.113 0.303 0.098
C -5.582 -2.209 0.648 -1.097
C -3.375 -0.738 -0.938 -0.673
C -3.135 -3.711 -0.496 -1.120
Si -3.662 0.009 3.330 0.556
C -5.297 -0.631 4.037 -1.166
C -2.491 0.716 4.636 -0.984
C -4.049 1.405 2.118 -1.109
H -1.130 -5.629 3.235 0.389
H -0.315 -4.371 2.283 0.089
H -1.789 -5.143 1.660 0.212
H -3.903 -5.104 4.487 0.400
H -4.627 -3.487 4.530 0.205
H -4.626 -4.422 3.022 0.195
H -0.341 -2.722 4.820 0.239
H -1.843 -2.134 5.567 0.184
H -1.367 -3.836 5.744 0.438
H -5.996 -1.258 1.004 0.263
H -6.084 -2.452 -0.300 0.355
H -5.846 -2.990 1.373 0.216
H -2.303 -0.685 -1.174 -0.224
H -3.918 -0.957 -1.870 0.449
H -3.691 0.249 -0.579 0.236
H -2.099 -3.613 -0.847 0.263
H -3.198 -4.586 0.162 0.211
H -3.765 -3.906 -1.376 0.402
H -5.150 -1.312 4.886 0.259
H -5.865 0.238 4.401 0.372
H -5.925 -1.144 3.298 0.264
H -1.577 1.112 4.172 0.154
H -2.997 1.551 5.143 0.376
H -2.196 -0.016 5.398 0.273
H -3.125 1.867 1.744 0.270
H -4.641 1.071 1.256 0.203
H -4.623 2.178 2.650 0.413